Entry 1:
Formula: C46H56BMnN4O2
Source: the OMol25 dataset
Level of theory: wB97M-V/def2-TZVPD

Summary:
Total energy (Ha): -3331.808609
Expectation value of S²: 3.9350
Kohn-Sham gap (alpha / beta) (eV): 5.96 / 5.42
Max |F| (eV/Å): 0.37

```
! RIJCOSX wB97M-V def2-TZVPD def2/J DEFGRID3
* xyz 1 4
Mn -0.376 -1.398 0.582
C 4.701 -3.346 -2.219
C 4.599 -3.590 -0.706
C 3.598 -2.699 -0.034
C 3.836 -1.638 0.781
C 5.162 -1.115 1.245
C 5.655 -1.820 2.516
C 2.562 -1.107 1.153
C 2.384 -0.041 1.993
C 1.172 0.506 2.322
C 1.014 1.703 3.089
C 2.145 2.509 3.656
C 2.785 3.434 2.605
C -0.316 1.997 3.092
C -0.970 0.980 2.328
C -2.309 0.978 2.031
C -2.932 0.059 1.228
N -2.320 -1.037 0.667
C -3.317 -1.681 -0.029
C -3.161 -2.866 -0.705
C -1.965 -3.506 -0.888
N -0.738 -3.014 -0.497
C 0.177 -3.932 -0.966
C 1.537 -3.817 -0.845
C 2.177 -2.819 -0.153
N 1.543 -1.840 0.581
C -0.485 -5.014 -1.636
C -1.816 -4.754 -1.578
C -2.940 -5.562 -2.153
C -3.339 -5.089 -3.560
C 0.193 -6.224 -2.205
C 0.515 -7.271 -1.127
C -4.564 -0.986 0.103
C -4.322 0.098 0.885
C -5.305 1.131 1.346
C -6.062 0.691 2.606
C -5.851 -1.387 -0.555
C -5.849 -1.135 -2.070
N -0.053 0.053 1.867
C -0.996 3.205 3.658
C -1.230 4.286 2.590
H 5.396 -4.053 -2.676
H 5.062 -2.336 -2.424
H 3.732 -3.456 -2.711
H 5.576 -3.423 -0.253
H 4.345 -4.635 -0.511
H 5.096 -0.041 1.422
H 5.892 -1.248 0.444
H 4.946 -1.687 3.336
H 6.622 -1.424 2.832
H 5.766 -2.893 2.345
H 3.270 0.431 2.398
H 2.900 1.842 4.072
H 1.774 3.109 4.486
H 3.152 2.861 1.748
H 3.623 3.991 3.031
H 2.053 4.154 2.228
H -2.912 1.780 2.439
H -4.047 -3.320 -1.132
H 2.149 -4.573 -1.319
H -3.804 -5.517 -1.488
H -2.639 -6.609 -2.194
H -3.652 -4.041 -3.551
H -4.163 -5.687 -3.953
H -2.496 -5.176 -4.248
H 1.112 -5.929 -2.718
H -0.452 -6.668 -2.964
H 1.156 -6.848 -0.350
H 1.027 -8.134 -1.560
H -0.400 -7.622 -0.648
H -6.015 1.326 0.539
H -4.795 2.076 1.538
H -6.618 -0.230 2.422
H -6.770 1.459 2.924
H -5.370 0.502 3.430
H -6.668 -0.826 -0.101
H -6.054 -2.442 -0.352
H -5.755 -0.067 -2.281
H -6.776 -1.490 -2.524
H -5.014 -1.640 -2.559
H -0.385 3.615 4.462
H -1.948 2.920 4.110
H -0.282 4.618 2.161
H -1.734 5.154 3.019
H -1.840 3.903 1.766
C 2.576 5.962 -0.147
C 1.959 5.745 -1.539
C 1.183 7.006 -1.925
C 3.082 5.529 -2.565
C 1.063 4.506 -1.495
C -0.322 4.572 -1.671
C -1.150 3.450 -1.571
C -0.533 2.264 -1.275
O -1.101 1.018 -1.038
B -0.031 0.241 -0.667
O 1.174 0.873 -0.800
C 0.832 2.178 -1.116
C 1.656 3.264 -1.225
H 3.194 6.866 -0.144
H 3.209 5.119 0.149
H 1.793 6.084 0.609
H 1.873 7.851 -1.963
H 0.407 7.248 -1.193
H 0.717 6.911 -2.910
H 3.689 6.434 -2.649
H 2.670 5.300 -3.552
H 3.747 4.710 -2.275
H -0.788 5.524 -1.884
H -2.224 3.517 -1.700
H 2.728 3.161 -1.086
*
```

Here are the Löwdin charges for atoms 1 to 99, given in e:
1 Mn 0.993
2 C -0.075
3 C -0.177
4 C -0.112
5 C -0.110
6 C -0.180
7 C -0.073
8 C -0.206
9 C 0.070
10 C -0.198
11 C -0.104
12 C -0.165
13 C -0.072
14 C -0.107
15 C -0.194
16 C 0.073
17 C -0.207
18 N 0.048
19 C -0.194
20 C 0.069
21 C -0.198
22 N 0.049
23 C -0.201
24 C 0.068
25 C -0.194
26 N 0.047
27 C -0.115
28 C -0.116
29 C -0.178
30 C -0.072
31 C -0.179
32 C -0.073
33 C -0.110
34 C -0.110
35 C -0.181
36 C -0.074
37 C -0.175
38 C -0.073
39 N 0.048
40 C -0.168
41 C -0.065
42 H 0.078
43 H 0.081
44 H 0.068
45 H 0.107
46 H 0.118
47 H 0.105
48 H 0.114
49 H 0.077
50 H 0.077
51 H 0.077
52 H 0.120
53 H 0.112
54 H 0.110
55 H 0.069
56 H 0.083
57 H 0.055
58 H 0.119
59 H 0.118
60 H 0.118
61 H 0.112
62 H 0.111
63 H 0.067
64 H 0.078
65 H 0.079
66 H 0.111
67 H 0.110
68 H 0.073
69 H 0.078
70 H 0.079
71 H 0.115
72 H 0.104
73 H 0.076
74 H 0.077
75 H 0.078
76 H 0.106
77 H 0.118
78 H 0.081
79 H 0.078
80 H 0.062
81 H 0.109
82 H 0.113
83 H 0.062
84 H 0.079
85 H 0.068
86 C -0.044
87 C -0.557
88 C -0.066
89 C -0.044
90 C -0.156
91 C -0.008
92 C 0.033
93 C -0.181
94 O 0.180
95 B -0.431
96 O 0.189
97 C -0.164
98 C 0.067
99 H 0.092

---

Entry 2:
Formula: C46H56F2N10O6
Source: the OMol25 dataset
Level of theory: wB97M-V/def2-TZVPD

Summary:
SMILES: O=C1OC[C@@H](F)O1.O=C1OC[C@@H](F)O1.c1cc[nH]c1.c1cc[nH]c1.c1cc[nH]c1.c1cc[nH]c1.c1cc[nH]c1.c1cc[nH]c1.c1cc[nH]c1.c1cc[nH]c1.c1cc[nH]c1.c1cc[nH]c1
Total energy (Ha): -2984.977751
Kohn-Sham gap (eV): 7.79
Max |F| (eV/Å): 4.48

```
! RIJCOSX wB97M-V def2-TZVPD def2/J DEFGRID3
* xyz 0 1
O 2.986 -4.366 4.768
C 3.366 -3.286 4.349
O 4.356 -3.022 3.368
C 4.555 -1.625 3.245
C 3.281 -1.148 3.758
F 2.353 -1.141 2.778
O 2.913 -2.160 4.752
H 5.402 -1.290 3.844
H 4.734 -1.396 2.195
H 3.516 -0.183 4.206
O -3.926 0.266 4.644
C -3.041 -0.524 4.429
O -2.365 -1.158 5.347
C -1.557 -2.240 4.750
C -2.198 -2.346 3.408
F -3.155 -3.356 3.355
O -2.794 -1.059 3.261
H -0.529 -1.915 4.909
H -1.478 -3.152 5.342
H -1.392 -2.545 2.701
C -2.270 -0.829 -4.385
C -1.832 -2.112 -4.042
C -2.671 -2.804 -3.188
N -3.599 -1.898 -2.864
C -3.451 -0.689 -3.536
H -1.810 -0.171 -5.106
H -0.866 -2.508 -4.318
H -2.578 -3.759 -2.693
H -4.435 -2.048 -2.318
H -4.112 0.164 -3.569
C 2.277 4.543 -0.885
C 3.079 4.322 -1.967
C 3.604 5.564 -2.423
N 3.171 6.493 -1.612
C 2.392 5.917 -0.670
H 1.686 3.842 -0.314
H 3.220 3.353 -2.422
H 4.121 5.785 -3.345
H 3.483 7.451 -1.539
H 2.012 6.610 0.066
C -0.682 5.439 2.418
C 0.249 5.200 3.406
C 0.612 3.831 3.213
N -0.061 3.334 2.179
C -0.857 4.299 1.595
H -1.250 6.340 2.237
H 0.560 5.947 4.121
H 1.251 3.184 3.795
H 0.024 2.389 1.833
H -1.468 4.256 0.705
C -4.975 -3.587 0.013
C -6.069 -3.696 -0.803
C -6.641 -2.437 -1.030
N -5.791 -1.541 -0.453
C -4.851 -2.233 0.271
H -4.286 -4.381 0.261
H -6.438 -4.634 -1.190
H -7.562 -2.189 -1.536
H -5.806 -0.531 -0.476
H -4.109 -1.724 0.869
C 3.377 2.311 1.866
C 4.040 1.766 0.741
C 5.248 1.253 1.304
N 5.313 1.539 2.631
C 4.178 2.162 3.010
H 2.531 2.961 1.701
H 3.823 1.648 -0.310
H 6.198 0.915 0.918
H 6.107 1.460 3.250
H 3.999 2.662 3.950
C 0.921 1.167 -5.126
C 0.290 2.405 -4.818
C -0.570 2.606 -5.978
N -0.312 1.649 -6.883
C 0.570 0.769 -6.415
H 1.599 0.720 -4.415
H 0.281 2.989 -3.910
H -1.364 3.305 -6.195
H -0.775 1.490 -7.766
H 0.910 -0.077 -6.994
C -0.510 -5.195 0.560
C 0.513 -5.196 1.570
C 1.627 -4.555 1.018
N 1.339 -4.170 -0.291
C 0.076 -4.647 -0.552
H -1.507 -5.608 0.516
H 0.489 -5.707 2.521
H 2.643 -4.294 1.274
H 1.902 -3.707 -0.991
H -0.292 -4.538 -1.562
C 3.322 -2.952 -2.920
C 4.151 -2.795 -1.709
C 3.546 -1.806 -0.884
N 2.500 -1.233 -1.622
C 2.389 -2.021 -2.817
H 3.583 -3.615 -3.732
H 5.027 -3.317 -1.353
H 3.598 -1.473 0.142
H 1.809 -0.607 -1.235
H 1.556 -1.991 -3.503
C -4.093 2.243 2.001
C -4.921 2.566 0.974
C -4.231 2.355 -0.231
N -3.001 1.884 0.093
C -2.949 1.662 1.443
H -4.407 2.363 3.027
H -5.864 3.072 1.117
H -4.491 2.494 -1.270
H -2.315 1.637 -0.605
H -2.160 1.075 1.890
C 0.407 0.372 0.086
C 0.150 -0.892 0.660
C -0.814 -1.508 -0.124
N -0.958 -0.762 -1.235
C -0.425 0.498 -1.060
H 0.988 1.114 0.612
H 0.500 -1.310 1.592
H -1.550 -2.283 0.032
H -1.615 -1.002 -1.964
H -0.676 1.302 -1.735
*
```

Here are the Löwdin charges for atoms 1 to 99, given in e:
1 O 0.145
2 C -0.541
3 O 0.043
4 C -0.110
5 C -0.287
6 F 0.082
7 O 0.160
8 H 0.142
9 H 0.125
10 H 0.153
11 O 0.156
12 C -0.621
13 O 0.097
14 C -0.006
15 C -0.264
16 F 0.058
17 O 0.118
18 H 0.136
19 H 0.145
20 H 0.148
21 C -0.063
22 C -0.166
23 C -0.133
24 N 0.003
25 C -0.091
26 H 0.074
27 H 0.085
28 H 0.115
29 H 0.102
30 H 0.096
31 C -0.113
32 C -0.124
33 C -0.151
34 N -0.004
35 C -0.135
36 H 0.078
37 H 0.086
38 H 0.107
39 H 0.160
40 H 0.106
41 C -0.135
42 C -0.090
43 C -0.161
44 N 0.004
45 C -0.108
46 H 0.090
47 H 0.088
48 H 0.098
49 H 0.104
50 H 0.100
51 C -0.116
52 C -0.135
53 C -0.126
54 N 0.009
55 C -0.133
56 H 0.097
57 H 0.095
58 H 0.107
59 H 0.145
60 H 0.100
61 C -0.115
62 C -0.063
63 C -0.138
64 N -0.007
65 C -0.152
66 H 0.057
67 H 0.089
68 H 0.110
69 H 0.156
70 H 0.110
71 C -0.128
72 C -0.069
73 C -0.132
74 N -0.021
75 C -0.168
76 H 0.077
77 H 0.077
78 H 0.098
79 H 0.158
80 H 0.110
81 C -0.117
82 C -0.098
83 C -0.113
84 N 0.046
85 C -0.179
86 H 0.085
87 H 0.086
88 H 0.100
89 H 0.088
90 H 0.100
91 C -0.116
92 C -0.087
93 C -0.124
94 N 0.057
95 C -0.164
96 H 0.099
97 H 0.079
98 H 0.086
99 H 0.070